Density functional theory data (ωB97M-V/def2-TZVPD) for a structure of composition C72H183N13O23 in a non-equilibrium geometry.

```
291
Properties=species:S:1:pos:R:3:forces:R:3:mulliken_charge:R:1
H 1.358221 -6.641306 -9.173159 0.321 0.041 0.161 0.2916
H -6.775836 0.392735 5.098764 0.043 0.197 0.175 0.1903
H -1.936082 -2.418947 -5.138485 0.357 -0.006 -0.241 -0.1683
H -0.834518 -3.157170 8.619254 0.117 -0.082 0.038 0.3416
C -3.081058 1.024177 -7.536599 1.091 0.465 -0.220 -0.6449
H -4.034059 10.469329 0.140994 0.215 -0.038 0.107 0.2799
H -2.643786 0.353656 -0.128059 0.500 0.536 0.398 -0.2989
H 4.241827 -3.175789 0.208018 0.230 -0.115 -0.640 0.9139
H 1.422747 3.267359 -0.969851 -0.080 0.005 0.331 0.3945
H 5.180160 -2.825179 4.235561 -0.151 -0.117 0.239 -0.1098
H -4.532339 9.326055 -1.132577 -0.262 0.162 0.151 0.3956
H -3.181166 -3.285483 -6.031001 -0.130 0.022 0.113 0.6769
H -2.566063 -5.231872 2.735220 -0.198 0.384 0.126 0.3357
C -2.149068 2.126061 3.270803 0.363 0.390 -0.961 -0.2646
H -7.591405 -7.701046 6.056200 0.061 -0.007 -0.021 0.2497
H -3.136885 7.811842 -1.953763 0.074 -0.202 -0.308 0.3957
C -2.338446 8.559682 -1.925321 0.368 0.813 0.498 -0.7580
C 6.060070 -2.415123 1.104679 0.097 0.313 -3.366 0.6947
O 0.012700 3.108578 2.758653 -0.506 0.511 -0.142 -0.6740
H -1.568231 -3.760307 -7.906953 -0.157 -0.027 0.132 0.5392
H 3.106497 -1.202816 -7.009767 0.027 -0.333 0.277 0.3277
H 1.525812 -0.560481 -6.447202 -0.008 -0.421 -0.102 0.0912
H 3.343247 0.231821 -0.127616 -0.206 0.333 0.432 -0.1678
H -1.573945 -2.892252 1.398355 -0.094 -0.543 0.400 0.2489
H -3.821308 2.374926 2.091667 0.403 -0.068 -0.079 -0.8227
H 0.903906 -1.700731 2.974825 0.152 0.788 0.171 -0.2469
C -3.863394 -6.318132 1.428879 0.073 0.409 1.111 -1.1468
H -0.745147 -4.039141 3.540768 -0.073 0.093 0.121 -0.3903
N 3.396567 -4.948474 3.883278 -0.085 0.022 0.028 -0.1928
H -0.203663 8.780627 -1.910776 -0.075 0.093 -0.598 0.5144
H 2.590049 -5.004374 5.729166 -0.142 0.336 0.364 0.6692
H 8.443148 -4.711768 3.825081 -0.352 -0.428 -0.212 0.3523
C -7.244446 -6.815388 2.935769 -0.689 -0.202 -0.225 -0.6053
H 4.415335 -3.620459 1.895121 2.522 3.903 -7.529 -1.3059
H -0.411925 7.984465 -10.330658 -0.135 -0.140 -0.358 0.2650
C 5.965973 -0.080317 4.659372 -0.554 -0.838 1.098 -1.6507
H 5.222620 2.678949 1.089710 0.228 -0.025 0.620 0.6481
N 1.878638 0.814009 2.194834 -0.170 0.096 0.072 1.1505
H 0.579982 6.525438 -10.724376 -0.148 -0.024 -0.195 0.2841
H -0.965416 -4.225553 7.199413 -0.029 -0.027 -0.011 0.2999
H -2.596735 4.998531 -1.817893 -0.034 -0.053 0.025 0.3206
H -2.753494 -4.743929 -1.324588 0.029 -0.302 -0.772 0.3394
H -1.493588 -3.587090 -1.015666 0.112 -0.027 -0.150 0.0965
H 3.245916 2.064597 -0.053407 -0.426 -0.352 0.196 0.1552
H 9.299353 0.393810 0.254045 0.236 0.356 0.089 0.3564
H -1.200638 8.708227 2.811798 -0.160 0.088 0.035 0.3516
H -0.419512 -2.862446 -6.896613 -0.043 0.134 -0.224 -0.0936
H 8.268986 -3.053080 -0.365175 -0.101 -0.482 0.228 0.0035
H 1.168188 6.705200 -0.658298 -0.209 -0.169 0.335 0.3458
H -4.749527 -0.059800 3.918760 0.125 -0.414 -0.125 -0.0332
H 6.219748 0.520354 5.537424 0.031 0.307 -0.200 0.4298
H 7.634449 2.007161 0.139393 -0.415 -0.171 -0.309 0.3653
H 6.846239 -3.804574 -1.088377 -0.113 0.128 -0.334 0.4350
C -0.676697 -3.228829 7.543772 -0.076 0.371 0.153 -0.4958
C 3.501179 -0.123621 5.318093 0.606 -0.800 0.786 -0.9386
H 4.327019 -0.465242 3.359310 -0.233 0.072 -0.058 -0.7335
H -1.876993 -5.501030 1.162929 0.010 0.119 -0.202 0.3384
C -2.864764 4.493971 -0.889744 -0.430 -0.801 0.640 0.7446
H 7.049960 -1.724347 -2.769465 -0.160 0.100 0.190 0.3192
C 8.953769 0.141712 1.266616 -0.314 0.579 -1.333 -1.1430
C 8.736993 -2.796015 -4.334307 -0.888 1.020 -0.244 -0.6920
H -0.171120 -3.539647 -3.403089 0.423 -0.219 0.050 0.0463
H 0.603644 1.265664 -0.263483 0.582 -0.411 0.109 -0.8119
H 1.336934 1.667156 2.297845 -0.012 0.041 0.113 -0.0300
O -6.856362 -7.334072 4.189605 -0.247 0.667 0.397 -0.3053
C 0.838561 -6.921450 -8.254005 -0.858 -0.424 0.344 -0.7840
O -2.794696 7.375173 2.545351 -0.079 -0.136 -0.060 -0.4529
H 0.882435 -4.228249 -8.408407 -0.466 -0.005 -0.469 0.4915
C 0.436549 3.602483 -1.304241 0.370 0.408 -0.885 -1.0537
H 6.067088 -1.112175 5.019293 0.258 0.047 -0.274 0.3606
H -2.548395 8.633572 0.903109 0.484 -0.821 0.625 0.6823
O -2.385460 1.512686 -6.396948 -0.294 -0.317 0.352 -0.2618
O 6.360520 -4.425127 3.680259 0.426 -0.905 0.232 -0.4876
C -2.293657 6.497770 0.305692 -0.778 0.922 0.040 2.0615
C -1.112458 4.827155 -9.765950 0.419 0.672 0.341 -0.5006
H -5.645118 -7.989669 2.189129 -0.323 -0.341 -0.414 0.3065
H 5.093228 0.955469 1.588938 0.307 0.233 0.576 -0.2630
H -8.173411 -7.303117 2.600191 0.268 -0.458 -0.112 0.4916
H -1.818758 1.198923 2.796610 0.130 -0.126 0.305 -1.0732
H -0.822616 -2.592199 5.043586 -0.819 0.111 0.331 -0.6686
H 1.258947 0.269821 6.756285 0.464 -0.051 0.182 0.4086
C 3.134528 2.434439 -3.985062 0.311 0.192 -0.027 -0.7606
H -8.068149 3.496166 2.800928 -0.143 -0.043 -0.028 0.4095
O 8.440618 -3.173047 -3.019157 1.096 -0.904 0.409 -0.3358
C 5.391454 -3.445543 3.358815 0.381 -0.267 1.716 0.9898
C -4.278582 3.235280 3.845105 0.326 0.988 -0.863 -0.7292
H -4.134596 1.735812 -9.123854 0.367 0.525 -0.734 0.3064
H -3.787122 4.215253 3.721077 -0.001 0.141 0.143 0.2857
H -3.972321 7.672355 0.928563 -0.077 -0.220 0.016 0.3397
C -3.945230 3.443395 -1.150987 0.292 1.127 0.688 -1.6348
N -3.326807 5.486519 0.075944 0.582 0.049 -0.199 -0.3090
H -2.882365 -0.193743 -5.318340 -0.145 0.032 0.012 0.3343
O 0.155956 4.933686 -0.915065 0.139 -0.142 0.649 0.8204
H -6.066798 4.398952 3.731459 -0.362 -0.185 0.247 0.4274
C -1.528097 7.691058 3.042477 0.513 -0.757 0.889 -0.5377
H -4.246357 0.616568 5.419801 0.020 0.051 0.177 0.1122
N 4.452076 1.597902 3.837840 -0.636 -0.795 0.366 -0.4871
N -2.248159 2.804955 -8.986217 0.115 0.716 -1.089 -0.3373
H 0.257463 -0.278598 5.495038 0.060 -0.208 -0.190 -0.2120
H -3.495430 5.046446 0.976548 -0.190 -0.227 -0.121 -0.1329
H 1.294228 -3.593864 -2.719356 0.218 0.081 0.108 0.4140
H 1.082768 -4.821115 -6.825111 -0.168 0.077 0.348 0.2669
O -0.173709 -5.999268 -7.922347 0.039 0.534 -0.390 -0.3187
C 4.153902 -4.197383 2.886812 -3.131 -2.912 6.317 -0.0706
C -2.586221 -1.364911 4.979296 0.916 -0.865 2.498 -0.1426
H 2.095813 1.042200 -2.063648 0.045 -0.462 0.303 -0.6997
C -4.710944 -0.280095 4.986094 -1.072 -0.108 0.789 -0.0671
H -1.363124 6.126460 0.751860 -0.086 -0.213 0.211 -0.6567
C -1.821225 0.171548 -0.825668 -0.205 -1.636 -0.619 -0.1726
C 0.539801 -1.113958 -3.230916 0.246 0.804 -0.003 -0.6356
H -0.436138 -0.495088 2.923095 -0.114 -0.246 0.097 -0.8493
H -5.613536 3.667279 2.211973 0.134 0.005 -0.113 0.3051
C 3.187193 1.158711 -1.995758 0.043 0.511 -0.125 0.2095
H 2.374940 -2.446100 4.052056 0.147 -0.317 -0.178 -0.3355
O -0.649318 -0.380942 -0.265187 0.314 0.355 0.354 0.1703
H -6.579350 -1.355373 5.250124 0.105 -0.082 -0.186 0.3853
H 7.051970 -1.076382 0.036489 -0.236 -0.420 -0.384 0.1723
C 1.072049 -2.181901 -4.174405 0.028 0.510 0.226 3.1571
H -0.735030 7.639610 -0.791179 0.162 0.507 -0.353 0.3723
C -5.678278 3.474104 3.291592 0.566 -0.554 0.100 -0.7629
H 3.111009 -2.095555 -3.514211 -0.270 0.091 0.213 0.0487
N 0.828704 -3.491020 -3.611798 -0.182 -0.673 -0.312 -0.4527
H 5.508199 0.446971 -0.654025 0.132 -0.103 -0.427 0.0747
H -3.657428 -3.096856 -3.740406 -0.357 -0.182 0.063 0.4840
H 3.569104 1.685904 3.332123 0.223 0.343 -0.097 0.1814
H -2.411414 9.233029 -2.782710 -0.029 -0.281 -0.299 0.4906
O 3.469395 2.397801 -2.616445 0.363 0.116 -0.222 -0.5251
H 5.618509 -1.576250 1.643922 0.060 0.449 -0.252 -0.5969
H -0.725544 6.993459 2.754802 -0.176 0.101 -0.663 0.0314
H 3.706675 0.507439 6.195289 -0.093 0.317 -0.108 0.4846
H 2.126677 5.450005 -1.396625 -0.021 -0.212 -0.075 0.6230
H -3.091545 4.341864 -10.268179 -0.118 -0.596 -0.076 0.2641
C 3.667777 1.190272 -0.556492 0.171 0.329 -0.276 0.3015
C 0.711454 4.301020 2.438013 0.600 -0.071 1.024 -0.5208
H 8.543662 -1.358118 -1.927420 0.390 -0.155 -0.153 0.2468
H 7.791094 -2.723321 -4.890639 0.079 0.088 -0.141 0.2391
C 7.099704 1.587420 0.999577 0.374 0.425 1.254 -1.4627
H 6.654698 0.120408 3.844867 -0.025 0.006 -0.075 -0.0024
H -3.735252 2.889615 -2.069120 -0.170 -0.157 -0.020 0.4527
C 1.070413 -0.130546 1.431061 0.446 -0.891 -0.348 0.0937
H 5.743264 -2.788000 2.555204 -0.645 -0.938 3.475 -0.8625
O 2.928043 -0.750950 -4.947060 0.374 0.028 -0.521 0.0438
H -2.134111 -0.530477 5.544416 -0.068 0.584 -0.645 0.8885
H -0.537535 -1.236099 -3.116209 -0.008 0.065 0.125 0.1533
H 3.900199 -5.798053 4.097013 0.023 -0.020 0.211 0.4474
H 1.350531 7.259739 -3.011475 0.160 -0.055 0.080 0.5657
C 4.520783 0.158635 4.237672 0.482 1.249 -0.589 1.9423
H -0.204596 -1.832581 1.707981 -0.282 0.536 0.114 -0.4105
H -8.440927 1.935614 3.642080 -0.300 0.238 -0.197 0.2240
H 9.367488 -3.499435 -4.872107 0.134 -0.251 0.508 0.2639
C 7.694775 -3.968432 3.570342 -0.592 1.317 0.378 -0.6433
H 4.194837 -5.206415 -0.713776 -0.220 -0.063 -0.136 0.3069
O 5.580857 -4.749672 0.725371 0.359 0.141 -0.825 -0.4780
C -4.987508 1.633402 -0.044403 -0.095 -0.459 0.301 -1.1976
H 1.731642 -0.764513 0.822144 0.129 -0.030 0.033 -0.4524
H 0.582109 4.659805 1.414569 0.010 -0.319 -0.102 -0.1531
H -6.508566 -6.939445 0.950078 0.186 -0.369 -0.115 0.3035
O -6.481198 2.329088 3.514271 -0.198 0.803 0.144 -0.0821
H 5.102518 -6.603095 -0.102956 0.415 0.170 0.065 0.2910
C -0.937325 7.973510 -1.818279 1.022 0.651 0.029 -0.3884
H 2.052091 2.351619 -4.139566 -0.066 -0.068 -0.045 0.1655
H -2.321046 -1.308940 3.924649 -0.642 0.308 -0.002 -1.0838
H -3.733628 10.830014 -1.584681 0.096 0.109 0.072 0.3222
H 6.891035 -2.791957 1.715248 -0.056 0.353 -1.102 -0.7595
H -4.266578 3.067603 4.923092 -0.175 -0.535 -0.046 0.4408
C -3.765209 10.045544 -0.822605 -0.066 -0.527 -0.511 -0.9591
N -3.572188 2.227253 3.061663 -0.863 -0.168 0.787 1.4745
H -2.388685 0.394186 -8.111114 -0.063 -0.207 -0.026 0.3351
H 1.483240 -7.105444 -7.387879 0.424 0.295 -0.228 0.3293
H -1.211401 -0.137675 -5.846050 0.143 0.084 -0.154 0.1769
H -0.559671 4.403276 -10.613337 -0.699 -0.275 -0.391 0.3418
H 0.457483 5.117495 3.125745 -0.395 -0.052 -0.039 0.2247
N -0.679130 6.925163 -2.785868 0.148 -0.245 -0.114 -0.3477
C 4.651968 -5.650803 0.170062 -0.346 -0.170 0.028 -0.8352
H -1.765085 0.919835 -4.533634 0.087 0.175 -0.051 0.0689
H -0.358972 2.948650 -0.954952 0.095 0.152 0.084 -0.0348
H 0.840379 5.658824 -3.493632 -0.192 -0.014 -0.068 0.4056
H -0.339682 4.739367 -8.984470 -0.415 -0.020 0.544 0.3211
C -7.304907 -0.594650 7.586130 0.767 0.246 -0.151 -0.7748
H -1.961780 6.949881 -0.633119 -1.217 -1.371 0.926 -0.6144
H -4.155159 -1.794867 6.268955 0.300 0.262 0.178 0.4455
C 2.072371 -3.074870 4.904694 0.774 0.140 -0.672 0.7861
O 2.157539 0.031394 4.892422 0.710 -0.798 0.701 -0.3722
C -2.354622 -3.418736 -5.327934 -0.384 -1.014 0.373 -0.0158
H -2.929885 4.800385 -8.616909 0.198 0.041 0.232 0.3206
H -1.271769 6.128723 -2.571985 -0.113 0.140 -0.042 0.2618
C -3.425369 2.201990 -8.429455 -0.715 -0.619 1.048 -0.5866
C -2.816432 -5.230756 1.665687 -0.190 -0.738 0.086 -0.3036
N -3.984649 -1.494650 5.321204 -0.102 0.366 -1.855 -0.2369
C -0.182823 6.953258 -10.069049 -0.127 0.168 1.155 -0.7167
H -1.996092 3.954400 -0.489724 0.031 0.130 -0.386 -0.8909
H 4.305800 2.054635 4.737128 0.067 0.460 -0.245 0.4398
H -7.768296 1.888622 2.002526 -0.332 0.325 -0.163 0.3277
H -3.948866 0.408291 -7.287627 -0.149 0.217 0.275 0.4684
H 0.482958 3.565666 -2.399849 -0.143 -0.284 -0.065 -0.0632
O -1.375617 6.203459 -9.996087 0.143 -0.128 -0.570 -0.3215
O -3.334188 -4.009971 1.207948 0.215 -0.092 0.203 -0.4401
H -2.997512 -2.038552 1.089317 -0.280 0.057 0.217 0.1645
H 1.988690 0.451302 3.151177 -0.243 0.182 -0.685 0.2694
C -0.834220 -3.862410 -7.103286 0.547 0.135 -0.151 -0.0819
C -1.391451 3.273541 2.594803 0.143 -0.082 0.284 0.2712
H 0.765648 -0.083615 -3.527913 -0.211 -0.091 -0.460 0.1077
H -7.096489 -0.318519 8.619606 -0.465 -0.228 0.095 0.2465
O 7.538755 0.255110 1.260535 -0.016 -0.430 0.096 0.1215
C -2.039787 0.483629 -5.491334 -0.161 -0.115 -0.038 -0.4153
H -4.007895 2.952447 -7.874863 -0.085 -0.150 0.230 0.3292
H 9.381756 0.852723 1.973205 0.243 -0.260 0.221 0.3786
H -1.696296 4.224036 3.045103 -0.016 0.125 -0.061 0.8607
C 2.613328 -0.537484 -6.295218 -0.898 0.573 -0.598 -0.6762
H 2.855193 0.478045 -6.618867 0.439 0.041 0.508 0.2713
N -5.101615 -5.967633 2.125538 -0.273 0.056 -0.861 -0.1143
H 3.469812 -3.461258 2.446043 -1.689 -0.073 1.856 0.4536
H 7.446873 2.178804 1.861090 -0.190 0.142 -0.027 0.4758
H -0.534636 1.190981 1.038001 0.003 0.052 0.038 -0.2428
H -2.317299 -3.453053 5.570602 -0.075 -0.148 -0.232 0.8474
H -7.543750 -1.659163 7.486299 -0.212 0.050 0.118 0.2970
C -7.783997 2.453337 2.940519 0.798 -0.883 0.414 -1.0107
C 7.875237 -2.183113 -2.205824 -1.517 -0.193 -0.399 -0.3233
H 4.378115 -4.862849 2.053219 -0.137 -1.305 2.277 0.5979
H 2.937237 -2.888284 -4.998930 -0.130 0.315 -0.713 0.4234
H 3.643734 1.667423 -4.574645 -0.089 -0.279 0.221 0.2349
H -8.543176 -8.340838 4.695150 -0.201 -0.024 0.199 0.3019
H -7.568688 -5.766825 2.993233 0.521 0.161 0.172 0.3461
H 0.712376 -3.642864 2.679227 0.342 -0.139 0.209 0.0251
C -2.903437 7.626481 1.144846 -0.050 -0.089 0.711 -1.1739
H 9.193679 -1.799522 -4.353150 0.189 -0.073 -0.106 0.2955
H 2.152515 -2.342306 5.711226 0.382 -1.569 -0.226 0.3090
H -3.409418 -4.824489 -3.945264 0.502 -0.325 0.029 0.2918
H 1.330931 -1.446767 6.230994 -0.090 1.025 0.182 0.6093
H -4.003142 -6.451028 0.355798 -0.335 -0.059 0.026 0.4332
H 3.669808 0.320116 -2.513734 -0.045 0.071 -0.213 0.7609
H 0.383313 -3.074761 7.314447 -0.009 -0.163 0.064 0.0324
H -2.799536 -2.658863 2.735073 0.081 -0.432 -0.070 0.9813
H 3.934317 -3.855553 5.610761 -0.060 0.139 0.212 0.2686
C 7.344311 -2.853116 -0.931712 1.084 0.793 0.161 -0.5322
N 5.110611 1.360694 -0.460655 0.914 -0.580 0.126 -0.2717
N -1.447618 -4.405711 -5.904562 -0.002 0.627 0.393 -0.4443
H 0.312850 -7.864731 -8.416048 0.096 0.023 -0.226 0.2485
H -0.719564 -4.562173 -5.208743 0.143 -0.194 -0.224 0.3222
C -2.450877 4.194372 -9.395605 0.595 0.062 -0.493 -0.5338
H -1.883464 2.121507 4.327991 -0.187 -0.216 0.084 0.6109
H 7.821272 -3.139433 4.281280 0.239 0.065 0.007 0.2835
H -5.122117 1.168216 -1.025990 0.008 0.296 -0.161 0.3773
H 3.491203 3.385234 -4.382806 -0.192 0.147 0.152 0.4130
C -2.901092 -3.860648 -3.969677 -0.481 1.791 -0.270 -1.2048
H 3.890261 -5.874975 0.929157 -0.364 -0.239 -0.571 0.2814
H -3.082599 -3.032329 -1.409065 -0.148 0.000 -0.298 0.3810
O -1.465832 -2.214739 6.958006 -0.272 -0.056 -0.157 -0.4480
C 0.698563 6.427813 -2.732941 0.177 0.163 0.137 -1.1946
H -5.931972 2.052432 0.316573 -0.077 0.012 -0.197 0.2406
C 0.147130 0.564199 0.441629 -1.177 0.536 0.569 1.1617
C -1.768874 -2.506326 5.589098 0.056 0.336 -0.375 0.6169
H -4.889669 3.998221 -1.184173 -0.180 -0.255 -0.447 0.4509
C 4.976825 -3.471088 0.962993 1.734 1.332 -3.138 0.3194
H 1.746264 4.075436 2.701354 0.190 0.077 -0.577 0.3612
N 6.507180 -1.914948 -0.197499 0.065 0.554 0.121 0.5341
H -8.111244 0.025176 7.179256 -0.085 -0.073 0.069 0.2878
H -2.194799 -0.671310 -1.417839 -0.117 0.231 -0.321 0.3857
H 0.598632 -5.150859 3.647694 0.307 0.091 0.033 0.6319
O -3.960817 2.598424 -0.012044 0.096 -0.341 -0.268 0.5356
C -2.339582 -3.794539 -1.676886 0.132 0.749 1.494 -0.8818
C 1.264066 -0.409762 5.899468 -1.756 1.464 0.158 -0.9631
H -1.482032 2.860142 -8.327208 -0.251 -0.539 0.399 0.2111
H -1.624552 3.301958 1.525489 -0.146 0.012 -0.094 -0.2628
C -6.107089 -7.022016 1.960665 0.158 1.011 0.695 -0.6324
H -3.525751 -7.255691 1.892881 0.555 -0.162 -0.542 0.4796
H -8.648626 -6.632428 5.119278 0.274 0.301 -0.193 0.3086
C 0.341698 -4.090813 3.607320 -0.502 -0.499 -0.328 -0.2233
C -7.965499 -7.483655 5.058417 0.099 -0.667 -0.162 -0.7695
H 1.013861 -1.161360 -2.245958 -0.108 -0.462 0.042 0.0293
H -4.898890 -5.813939 3.106070 -0.030 -0.107 0.054 0.1978
C 2.552966 -2.015078 -4.456724 0.558 -0.441 1.060 -1.5642
O -1.886323 -3.659984 -2.990025 -0.540 -1.138 -0.411 -0.3412
O -6.080273 -0.317491 6.938846 0.102 0.227 -0.115 -0.3269
C -6.139951 -0.388154 5.526156 0.298 -0.178 -0.217 -0.4151
O 0.708367 -3.385854 4.770044 0.965 -0.510 -0.101 -0.0367
C 3.036980 -4.229135 5.102252 0.126 -0.770 -0.068 -2.1868
H 3.661246 -1.139762 5.710604 -0.060 -0.054 -0.185 0.1714
H -1.642884 1.001035 -1.513596 0.080 0.264 0.220 -0.0415
H 9.292813 -0.886983 1.366346 -0.385 -0.086 0.721 0.2655
C 0.276385 -1.076206 2.334690 0.142 -0.318 -0.660 0.7755
H 7.831255 -3.540741 2.572021 0.799 -0.604 0.384 0.0710
H 0.525728 -2.146029 -5.123305 -0.011 0.093 0.010 -1.4030
C 0.312416 -4.706406 -7.603023 0.492 -0.785 0.653 -0.8396
H -4.708403 0.816388 0.625206 -0.014 0.154 0.166 0.2178
H 0.213382 7.000835 -9.044272 0.391 -0.025 -0.142 0.2921
C -2.634900 -2.886744 1.678653 -0.013 0.722 -1.019 -1.0046
O -2.535950 9.344197 -0.744775 0.020 0.942 -1.313 -0.3202
C 5.586539 1.664420 0.926058 -0.715 -0.278 -2.058 0.3208
H -1.554730 7.503071 4.120722 -0.226 0.552 0.034 0.2979
C 1.116994 5.868061 -1.355283 0.008 0.560 -0.781 -0.7452
```
Positions in Å, forces in eV/Å.

As for the charge: 0. The value obtained for the energy above the lowest of the compared OMol25 structures with the same formula, charge and spin is 133.27 kcal/mol.